1.
Here is a structure of composition C23H27CrI2N3O4Se2Te2 from the Open Molecules 2025 dataset. Energies are from ωB97M-V/def2-TZVPD.

Calculated values
Charge: -2
Highest occupied orbital energy (spin up / spin down), Ha: -0.024 / -0.027
Spin multiplicity: 5
Frontier orbital gap (spin up / spin down), eV: 3.92 / 3.99

Last column: Mulliken charge in e.
Positions of all 64 atoms, in Å:
Cr (0.06767, 0.54224, 0.36172)  1.486
Se (0.19933, 0.85441, 2.69789)  -0.680
Te (0.58870, 0.36098, 5.13927)  -0.471
Te (-1.10950, -3.00499, 3.40915)  -0.464
Se (-0.74084, -1.22119, 1.63894)  -0.982
I (0.67192, 1.25462, -4.69174)  -0.062
C (-0.70729, 2.05406, -3.38182)  -0.564
C (-1.62800, 3.03939, -3.80991)  -0.368
C (-2.55598, 3.54841, -2.95126)  -0.010
I (-3.85766, 5.01496, -3.67901)  -0.051
C (-2.67245, 3.08343, -1.60772)  0.742
C (-3.63553, 3.50363, -0.65550)  -0.779
C (-3.63553, 2.95603, 0.57756)  -1.197
C (-2.65806, 1.97562, 0.92086)  -0.471
N (-1.75065, 1.59925, 0.08659)  1.222
C (-1.74891, 2.11219, -1.17734)  0.200
C (-0.69157, 1.58617, -2.06278)  0.330
O (0.13525, 0.74023, -1.62346)  0.117
H (-1.59376, 3.38507, -4.83360)  0.342
H (-4.36514, 4.25794, -0.92324)  0.135
H (-4.36990, 3.24647, 1.31769)  0.416
H (-2.63025, 1.50967, 1.89910)  0.431
C (-2.86830, -4.34965, -2.22316)  -0.836
O (-2.95261, -2.98116, -1.86331)  -0.350
C (-1.81711, -2.29232, -1.47823)  0.292
O (-1.87916, -1.13465, -1.23695)  -0.421
N (-0.66363, -3.05219, -1.49589)  -0.405
N (0.52088, -2.39719, -1.13671)  -0.238
H (-3.86507, -4.62736, -2.55726)  0.249
H (-2.60049, -4.97692, -1.36834)  0.311
H (-2.15801, -4.50402, -3.03684)  0.335
H (-0.75181, -4.02229, -1.23672)  0.204
H (1.20985, -2.52175, -1.86578)  0.256
H (0.87920, -2.72859, -0.24741)  0.207
C (3.72622, -1.37437, -0.35126)  -1.065
C (4.06064, -1.07315, 1.11211)  0.391
C (3.21856, -1.92179, 2.06592)  -1.087
C (4.00953, 0.40078, 1.50170)  0.180
C (4.94970, 0.82107, 2.43640)  -0.505
C (5.02682, 2.13960, 2.86951)  -1.265
C (4.17602, 3.06376, 2.28070)  -0.453
C (3.21380, 2.69704, 1.34194)  0.378
C (2.44006, 3.85224, 0.71329)  0.509
C (1.04544, 3.57020, 0.15922)  -1.307
C (3.30199, 4.48159, -0.39326)  -1.616
C (3.05485, 1.32827, 0.99591)  0.908
O (2.06353, 0.94322, 0.25841)  -0.694
H (3.81340, -2.45574, -0.53006)  0.463
H (4.41595, -0.86021, -1.02709)  0.343
H (2.72171, -1.05396, -0.60508)  -0.445
H (5.11023, -1.36419, 1.24497)  0.440
H (2.16436, -1.64355, 2.01351)  -0.106
H (3.52130, -1.78033, 3.10568)  0.311
H (3.28977, -2.98958, 1.81909)  0.400
H (5.63406, 0.07833, 2.84441)  0.330
H (5.72428, 2.43380, 3.64638)  0.310
H (4.24062, 4.11179, 2.56623)  0.370
H (2.31689, 4.60164, 1.50109)  0.484
H (1.08406, 2.90611, -0.70158)  0.149
H (0.58780, 4.51623, -0.16074)  0.407
H (0.38883, 3.15726, 0.92555)  0.099
H (3.51060, 3.74221, -1.17107)  0.297
H (4.25598, 4.83020, 0.00818)  0.434
H (2.78585, 5.33137, -0.85554)  0.421

=====

2.
Here is the ion C35H42NO3Si with charge +1 from the Open Molecules 2025 dataset. Energies are from ωB97M-V/def2-TZVPD.

Calculated values
Charge: +1
Relative energy (zero: lowest compared OMol25 entry of this formula, charge and spin), eV: 0.000
Highest occupied orbital energy, Ha: -0.405
Frontier orbital gap, eV: 9.01
SMILES: COc1ccc(C(c2ccc(OC)cc2)[N@H+]2CCC[C@H]2C(O[Si](C)(C)C)(c2ccccc2)c2ccccc2)cc1

Last column: Mulliken charge in e.
Positions of all 82 atoms, in Å:
C (2.43050, -3.76356, -2.47157)  -0.835
O (3.40967, -3.10823, -1.64911)  -0.426
C (3.00931, -2.37512, -0.57970)  0.594
C (4.04188, -1.71692, 0.11496)  -0.954
C (3.75704, -0.81967, 1.13692)  -0.267
C (2.45055, -0.54280, 1.52882)  0.596
C (2.22074, 0.63986, 2.47301)  1.735
C (0.73904, 1.07434, 2.43920)  -0.338
C (0.37720, 2.21174, 1.73932)  -0.327
C (-0.92316, 2.68744, 1.74582)  -1.183
C (-1.92447, 1.91926, 2.34162)  0.803
O (-3.19867, 2.35223, 2.20224)  -0.460
C (-4.23100, 1.52336, 2.79007)  -0.830
C (-1.59770, 0.69289, 2.95027)  -0.616
C (-0.25820, 0.28931, 3.01276)  -0.594
N (2.69417, 0.41645, 4.02919)  -0.039
C (2.58189, -1.01631, 4.46251)  -0.498
C (4.00823, -1.57829, 4.37598)  -1.020
C (4.94403, -0.37420, 4.47638)  -0.880
C (4.02137, 0.79354, 4.84022)  -1.400
C (4.61475, 2.23765, 4.91458)  3.303
O (3.86684, 3.05589, 4.04400)  -0.984
Si (3.28319, 4.60349, 3.91562)  1.135
C (2.91051, 4.62247, 2.08962)  -0.655
C (4.58705, 5.85405, 4.36781)  -1.249
C (1.72445, 4.67657, 4.94528)  -1.048
C (6.07750, 2.17457, 4.43638)  -0.765
C (6.35636, 2.42356, 3.08680)  -0.258
C (7.69273, 2.48646, 2.66743)  -0.908
C (8.73477, 2.16827, 3.55785)  -0.686
C (8.43810, 1.73430, 4.84898)  -1.106
C (7.11526, 1.77540, 5.30535)  0.243
C (4.58719, 2.93892, 6.31135)  0.313
C (5.57289, 3.87928, 6.66271)  -0.479
C (5.48515, 4.62773, 7.84478)  -0.811
C (4.40692, 4.42723, 8.72284)  -0.578
C (3.41134, 3.52331, 8.37451)  -0.867
C (3.49910, 2.77853, 7.17995)  -0.418
C (1.41666, -1.20083, 0.83304)  -0.529
C (1.67809, -2.12382, -0.19702)  -1.100
H (3.04890, -4.33584, -3.15354)  0.259
H (1.78793, -4.42214, -1.88160)  0.330
H (1.81675, -3.04604, -3.02424)  0.346
H (5.06927, -1.90616, -0.18354)  0.466
H (4.58572, -0.29206, 1.62681)  0.340
H (2.82466, 1.52637, 2.10501)  -0.383
H (1.11320, 2.79161, 1.16924)  0.619
H (-1.18539, 3.62050, 1.26277)  0.490
H (-5.15067, 2.09355, 2.63907)  0.251
H (-4.29143, 0.54504, 2.28833)  0.330
H (-4.03263, 1.37713, 3.86291)  0.341
H (-2.34721, 0.04594, 3.35855)  0.475
H (-0.05371, -0.68127, 3.43037)  0.362
H (1.97910, 1.02312, 4.45086)  0.509
H (1.81550, -1.51443, 3.86108)  0.597
H (2.24698, -0.95491, 5.51310)  0.525
H (4.20123, -2.10279, 3.42264)  0.269
H (4.14943, -2.29047, 5.22072)  0.458
H (5.39309, -0.12986, 3.51675)  0.292
H (5.73872, -0.46533, 5.23879)  0.627
H (3.67618, 0.59243, 5.85273)  0.558
H (2.15894, 5.38029, 1.84834)  0.473
H (3.83661, 4.82712, 1.53527)  0.343
H (2.55159, 3.64474, 1.76494)  -0.381
H (4.36798, 6.78385, 3.82594)  0.498
H (4.60141, 6.06552, 5.44326)  0.274
H (5.57502, 5.49927, 4.06164)  0.265
H (1.11622, 5.52873, 4.60994)  0.497
H (1.14364, 3.76089, 4.80731)  0.186
H (1.95043, 4.79628, 6.01363)  0.288
H (5.53813, 2.63830, 2.39873)  0.366
H (7.90321, 2.79651, 1.62935)  0.408
H (9.77033, 2.24070, 3.22728)  0.429
H (9.23027, 1.39403, 5.51527)  0.447
H (6.88573, 1.53242, 6.35960)  0.509
H (6.40643, 4.06959, 5.97791)  0.491
H (6.26783, 5.36894, 8.07479)  0.395
H (4.35951, 4.99909, 9.65170)  0.416
H (2.55617, 3.38428, 9.03751)  0.426
H (2.68890, 2.09804, 6.91401)  0.200
H (0.36690, -1.07033, 1.06503)  0.368
H (0.85796, -2.61936, -0.72590)  0.429

=====

3.
Here is the molecule C18H26FN3O4S from the Open Molecules 2025 dataset. Energies are from ωB97M-V/def2-TZVPD.

Calculated values
Relative energy (zero: lowest compared OMol25 entry of this formula, charge and spin), eV: 0.000
Highest occupied orbital energy, Ha: -0.302
Frontier orbital gap, eV: 8.69
SMILES: O=C(NCCN1CCOCC1)[C@@H]1CCCN(S(=O)(=O)c2ccc(F)cc2)C1

Last column: Mulliken charge in e.
Positions of all 53 atoms, in Å:
O (3.55181, 0.08437, 1.68382)  -0.710
C (2.34996, 0.08958, 1.48896)  0.098
N (1.68212, -0.96297, 0.99555)  0.310
C (2.36072, -2.16139, 0.55430)  -0.955
C (2.91204, -2.06195, -0.88674)  -1.173
N (1.98059, -1.79070, -1.95868)  0.007
C (0.82752, -2.67509, -2.01901)  -0.141
C (0.11264, -2.44765, -3.35300)  -0.868
O (-0.28356, -1.10079, -3.50529)  -0.393
C (0.83956, -0.25294, -3.42675)  -1.028
C (1.54431, -0.41487, -2.07908)  -0.308
C (1.53419, 1.34955, 1.81854)  0.836
C (1.46431, 1.53163, 3.34368)  -1.268
C (0.45672, 0.56927, 3.96927)  -0.578
C (-0.91356, 0.76720, 3.32255)  -0.955
N (-0.78382, 0.54066, 1.90597)  0.276
S (-1.84832, -0.36920, 1.04046)  1.296
O (-2.79292, -0.92297, 1.95942)  -0.789
O (-1.07519, -1.27453, 0.22918)  -0.629
C (-2.65244, 0.78492, -0.06700)  -0.232
C (-2.41986, 0.71755, -1.42826)  -0.183
C (-3.03141, 1.63658, -2.26470)  -0.662
C (-3.85930, 2.59553, -1.70510)  0.358
F (-4.45222, 3.49330, -2.51031)  -0.325
C (-4.10161, 2.66459, -0.34138)  -0.721
C (-3.48468, 1.74166, 0.48395)  -0.456
C (0.12345, 1.42655, 1.22424)  -1.264
H (0.68286, -0.94325, 0.84756)  -0.119
H (3.21298, -2.33392, 1.21774)  0.489
H (1.65958, -2.99276, 0.63577)  0.507
H (3.67350, -1.27915, -0.90891)  0.475
H (3.39727, -3.01745, -1.11255)  0.434
H (1.17250, -3.70934, -1.96309)  0.464
H (0.11410, -2.48116, -1.20427)  0.054
H (-0.80109, -3.04151, -3.40705)  0.379
H (0.78317, -2.72565, -4.17995)  0.442
H (0.46849, 0.76648, -3.55427)  0.388
H (1.54368, -0.49135, -4.23730)  0.413
H (2.41140, 0.24643, -2.02657)  0.572
H (0.82792, -0.13691, -1.28991)  0.190
H (2.12305, 2.17709, 1.40658)  0.538
H (1.16694, 2.55951, 3.56751)  0.421
H (2.45815, 1.36535, 3.76110)  0.457
H (0.38585, 0.74600, 5.04302)  0.396
H (0.78089, -0.45937, 3.80680)  0.311
H (-1.27667, 1.78824, 3.51428)  0.349
H (-1.64467, 0.05013, 3.69452)  0.476
H (-1.77781, -0.05200, -1.83067)  0.607
H (-2.87623, 1.61031, -3.33123)  0.526
H (-4.76078, 3.42361, 0.04870)  0.454
H (-3.65119, 1.74299, 1.54957)  0.457
H (-0.23693, 2.46478, 1.31379)  0.591
H (0.12198, 1.16502, 0.16425)  0.185

=====

It is found that the E values, taken in the order of the records, are -226853.8256; -52481.4987; -45301.0803 eV.